No. 1
A 2-piece molecular cluster, C6H12 overall, computed with ωB97M-V/def2-TZVPD.

Computed properties:
E_LUMO   1.216 eV

Last column: natural (NBO) charge in e.
Geometry (Å):
1 C 0.098 -2.173 -0.223  -0.6637
2 C 1.310 -1.361 -0.605  -0.1869
3 C 1.784 -0.313 0.064  -0.4035
4 C -0.524 1.759 0.133  -0.1571
5 C -0.719 1.999 1.426  -0.4222
6 C -1.254 0.707 -0.639  -0.6541
7 H -0.705 -1.549 0.169  0.2182
8 H 0.340 -2.902 0.555  0.2238
9 H -0.303 -2.717 -1.084  0.2145
10 H 1.850 -1.695 -1.490  0.1942
11 H -0.569 0.116 -1.265  0.2279
12 H 2.668 0.222 -0.274  0.1989
13 H 1.309 0.060 0.966  0.2021
14 H 0.149 2.393 -0.445  0.1968
15 H -1.340 1.338 2.029  0.1877
16 H -0.298 2.869 1.919  0.1999
17 H -1.996 1.201 -1.275  0.2215
18 H -1.802 0.044 0.039  0.2021


No. 2
C15H18Cl3GeN3O9Pt as an isolated structure, computed with ωB97M-V/def2-TZVPD.

Computed properties:
E_LUMO (spin up / spin down)   1.215 / 1.215 eV
Net charge   -1
Spin multiplicity   2

Last column: natural (NBO) charge in e.
Geometry (Å):
1 Pt 1.297 -1.770 0.271  0.5733
2 Cl 4.212 -0.599 0.608  -0.5825
3 Ge 3.285 -1.269 -1.429  0.7923
4 Cl 4.091 0.404 -2.696  -0.5252
5 Cl 4.860 -2.875 -1.866  -0.5618
6 O -1.872 -3.632 -1.785  -0.7014
7 C -1.776 -2.459 -1.443  0.7695
8 O -0.778 -1.776 -1.100  -0.7781
9 C -3.120 -1.643 -1.418  -0.1709
10 N -2.829 -0.356 -0.710  -0.5585
11 C -3.537 -0.349 0.604  -0.2245
12 C -3.895 -1.814 0.830  -0.4217
13 C -4.196 -2.323 -0.581  -0.4165
14 H -3.419 -1.441 -2.445  0.2240
15 H -3.036 0.476 -1.256  0.4184
16 H -1.770 -0.328 -0.564  0.5233
17 H -4.434 0.264 0.513  0.1925
18 H -2.876 0.086 1.349  0.2630
19 H -4.734 -1.919 1.515  0.2216
20 H -3.042 -2.351 1.246  0.2237
21 H -5.201 -2.028 -0.892  0.1952
22 H -4.096 -3.401 -0.683  0.2587
23 O -0.819 0.977 0.679  -0.7646
24 C 0.342 1.209 0.300  0.7759
25 O 1.260 0.395 0.044  -0.7449
26 C 0.759 2.667 0.166  -0.0638
27 C 2.015 3.006 -0.326  -0.1439
28 C 2.343 4.349 -0.430  0.0137
29 C 1.479 5.363 -0.067  -0.1667
30 C 0.242 4.989 0.419  -0.0078
31 C -0.133 3.661 0.540  -0.1535
32 N -0.709 6.042 0.810  0.5321
33 O -1.825 5.691 1.168  -0.3834
34 O -0.324 7.201 0.762  -0.3812
35 N 3.672 4.733 -0.953  0.5278
36 O 4.412 3.842 -1.315  -0.3308
37 O 3.945 5.925 -0.960  -0.4002
38 H 2.720 2.237 -0.613  0.2979
39 H 1.762 6.400 -0.157  0.2757
40 H -1.105 3.393 0.924  0.2643
41 C 3.435 -3.804 1.579  -0.2732
42 O 2.137 -4.370 1.322  -0.4877
43 C 1.199 -3.607 0.813  0.2885
44 C -0.053 -4.407 0.623  -0.7395
45 H 3.917 -4.481 2.280  0.1820
46 H 3.332 -2.807 1.999  0.2178
47 H 3.995 -3.746 0.646  0.2252
48 H 0.046 -5.412 1.036  0.2100
49 H -0.284 -4.454 -0.444  0.2916
50 H -0.891 -3.889 1.089  0.2245


No. 3
One molecule with the formula CH3IO2S2 at a distorted geometry, computed with ωB97M-V/def2-TZVPD.

Computed properties:
E_LUMO   -1.199 eV

Last column: natural (NBO) charge in e.
Geometry (Å):
1 C -0.080 0.135 0.308  -0.2826
2 O 1.069 0.587 1.031  -0.6872
3 O 2.732 4.265 0.905  -0.8902
4 S 1.105 2.111 1.425  0.4264
5 S 2.782 2.903 0.409  0.9992
6 I 2.200 2.848 -2.075  -0.1802
7 H -0.535 -0.713 0.983  0.2034
8 H 0.259 -0.105 -0.749  0.2120
9 H -0.958 0.826 0.265  0.1994


No. 4
An isolated ion of composition C9H10IO2 and charge -1 at a distorted geometry, computed with ωB97M-V/def2-TZVPD.

Computed properties:
E_LUMO   2.662 eV
Net charge   -1

Last column: natural (NBO) charge in e.
Geometry (Å):
1 C 1.369 -1.413 -0.596  -0.2565
2 C 0.180 -1.101 -1.183  -0.1593
3 C 1.885 -0.532 0.496  -0.2747
4 C -0.523 0.128 -1.075  -0.1228
5 C -0.647 2.515 -0.012  0.7416
6 C 0.887 0.586 0.884  -0.3477
7 C -0.110 1.017 -0.174  0.0091
8 C -1.701 0.300 -1.981  -0.6681
9 C -0.096 0.165 1.946  -0.5878
10 O 0.028 3.192 0.751  -0.7621
11 O -1.656 2.903 -0.544  -0.7444
12 I 3.857 0.306 0.192  -0.0243
13 H 2.096 -2.231 -0.875  0.2060
14 H -0.119 -1.795 -1.958  0.1951
15 H 2.131 -0.970 1.432  0.2182
16 H 1.324 1.474 1.260  0.2765
17 H -2.416 -0.613 -1.816  0.1900
18 H -1.391 0.467 -3.094  0.1964
19 H -2.079 1.278 -1.599  0.2967
20 H -0.871 0.894 2.181  0.2386
21 H 0.331 -0.071 3.001  0.1836
22 H -0.667 -0.774 1.695  0.1959


No. 5
One molecule with the formula C5H5NO at a distorted geometry, computed with ωB97M-V/def2-TZVPD.

Computed properties:
E_LUMO   0.698 eV

Last column: natural (NBO) charge in e.
Geometry (Å):
1 O -2.427 -0.514 0.548  -0.6466
2 C -1.127 -0.731 0.525  0.2499
3 C -0.477 0.506 0.050  -0.3742
4 C 0.877 0.747 0.683  -0.3567
5 C 0.816 0.284 -0.731  -0.3164
6 C 1.245 -1.056 -1.080  0.2838
7 N 1.636 -2.096 -1.401  -0.3119
8 H -2.841 -1.331 0.865  0.5023
9 H -1.068 1.376 -0.242  0.2276
10 H 1.188 0.023 1.429  0.2460
11 H 1.167 1.776 0.866  0.2338
12 H 1.011 1.015 -1.510  0.2623


In order of appearance, electronic energy = -6414.900; -136075.041; -34949.677; -21691.124; -8800.082 eV.
In order of appearance, energy relative to the best compared isomer or geometry (same formula, charge and spin) = 47.1; 19.8; 41.1; 0.0; 77.0 kcal per mole.